Entry 1:
Entry from OMol25: C12H12IrN6O2S as an isolated structure (ωB97M-V/def2-TZVPD).

Results
Calculated total energy, Ha: -1445.504618

```
! wB97M-V def2-TZVPD RIJCOSX def2/J DEFGRID3
* xyz 1 5
Ir -1.8281 -1.4152 0.2578
N -4.3174 0.1092 3.4121
C -3.5705 -0.2203 2.3125
S -3.8013 -1.5303 1.0992
N -2.5039 0.5321 2.0270
N -1.4067 0.0048 1.4713
C -0.3902 0.7334 1.0343
C 0.5936 -0.3664 0.4327
C 2.0174 -0.2225 0.8090
C 2.7126 -1.2880 1.2919
C 2.1062 -2.5359 1.6467
C 0.7470 -2.6415 1.3874
N 0.1294 -1.6538 0.7878
H -5.0554 -0.4612 3.8057
H -3.8810 0.7801 4.0414
H -0.0469 1.4720 1.7686
H 2.4441 0.7710 0.7237
H 3.8002 -1.1709 1.3670
H 2.6909 -3.3428 2.1021
H 0.1509 -3.5309 1.6276
C 1.7846 0.7490 -3.9691
N 0.9786 0.8350 -2.7511
C 0.6416 2.0758 -2.3379
C -0.0829 2.4237 -1.2662
C -0.7510 1.4253 -0.4596
O -2.0356 1.6558 -0.6959
N -0.0477 -0.1447 -0.9240
C 0.8012 -0.3124 -1.9963
O 1.4695 -1.3162 -2.1968
H 1.5002 1.6026 -4.6123
H 1.5812 -0.1829 -4.5080
H 2.8510 0.8046 -3.7103
H 1.0271 2.8919 -2.9494
H -0.3088 3.4697 -1.0290
*
```

Results of the Löwdin charge analysis, in e, for atoms 1 through 2: 0.962 0.151


Entry 2:
Entry from OMol25: a 2-piece molecular cluster, C12H13B2Cl4NO overall (ωB97M-V/def2-TZVPD).

Results
Energy above the lowest of the compared OMol25 structures with the same formula, charge and spin, kJ/mol: 43.1
Calculated total energy, Ha: -2485.628351

```
! wB97M-V def2-TZVPD RIJCOSX def2/J DEFGRID3
* xyz 0 1
Cl 2.7354 -1.8767 1.9047
B 1.5521 -0.4414 2.2042
Cl 1.2665 -0.0749 4.0442
Cl 2.4337 1.1267 1.4718
O 0.3403 -0.7158 1.5723
C -0.5771 0.2558 1.1529
C -1.9001 0.0917 1.8608
C -2.6562 1.2368 2.1185
C -3.9118 1.1070 2.7020
C -4.3869 -0.1886 2.9859
Cl -5.9302 -0.3725 3.7147
C -3.6277 -1.3365 2.7024
C -2.3658 -1.1850 2.1276
H -0.1680 1.2719 1.3068
H -2.2324 2.2101 1.8457
H -4.4985 1.9796 2.9692
H -3.9878 -2.3281 2.9617
H -1.7290 -2.0395 1.8908
H -0.7571 0.1459 0.1062
B 0.0475 0.5421 -2.1890
N 1.4314 0.2097 -2.5514
C 1.5837 0.3911 -3.8866
C 2.7914 0.1629 -4.4990
C 3.8857 -0.2627 -3.7384
C 3.7209 -0.4492 -2.3554
C 2.4839 -0.2160 -1.7764
H -0.6731 -0.3952 -2.1870
H -0.1075 1.6529 -1.8271
H 0.7003 0.7250 -4.4375
H 2.8529 0.3240 -5.5668
H 4.8441 -0.4483 -4.1981
H 4.5401 -0.7710 -1.7148
H 2.2993 -0.3315 -0.7151
*
```

Results of the Löwdin charge analysis, in e, for atoms 1 through 2: 0.434 -1.877


Entry 3:
Entry from OMol25: C12H13BrCaO2 as an isolated structure (ωB97M-V/def2-TZVPD).

Results
Energy above the lowest of the compared OMol25 structures with the same formula, charge and spin, kJ/mol: 0.0
Calculated total energy, Ha: -3867.246449

```
! wB97M-V def2-TZVPD RIJCOSX def2/J DEFGRID3
* xyz -2 1
C 0.2843 2.4176 -0.4001
C -1.0679 2.7862 -0.2212
C -1.3200 2.8845 1.1750
H -1.8012 2.8967 -1.0159
C -0.1179 2.5555 1.8623
C 0.8699 2.2585 0.8780
H 1.8858 1.9155 1.0748
H 0.7623 2.2233 -1.3631
H -2.2780 3.0881 1.6364
H -0.0087 2.4681 2.9412
Ca -1.0001 0.2070 0.7911
Br 0.0031 -1.0828 -1.2903
C 2.4302 -3.6421 -1.2097
C 3.5542 -2.9312 -0.6714
C 3.9938 -1.9827 -1.6611
H 4.0006 -3.0904 0.2959
C 3.1385 -2.1109 -2.8066
C 2.1749 -3.1393 -2.5311
H 1.3859 -3.4613 -3.1907
H 1.8719 -4.4199 -0.7159
H 4.8276 -1.3065 -1.5660
H 3.2085 -1.5438 -3.7204
C -3.6883 0.2574 2.2780
C -4.0737 0.6793 0.8606
O -5.2350 0.8484 0.5410
O -3.0090 0.7993 0.0844
H -4.5850 0.1196 2.8672
H -3.0650 1.0131 2.7954
H -3.1416 -0.7071 2.2818
*
```

Results of the Löwdin charge analysis, in e, for atoms 1 through 2: -0.238 -0.225


Entry 4:
Entry from OMol25: C12H13ClN2O2Ru as an isolated structure (ωB97M-V/def2-TZVPD).

Results
Calculated total energy, Ha: -1279.391856

```
! wB97M-V def2-TZVPD RIJCOSX def2/J DEFGRID3
* xyz 2 5
Cl -1.6486 -1.8735 0.0895
C 1.3964 -2.1164 -1.6438
C 2.2032 -0.9273 -1.4005
C 1.3808 0.2197 -1.7677
H 3.2625 -0.9113 -1.1864
C 0.2119 -0.2953 -2.4441
C 0.2425 -1.7014 -2.3655
H -0.5231 -2.3527 -2.7886
H 1.7181 -3.1466 -1.4789
H 1.6808 1.2614 -1.7742
C -0.8354 0.5092 -3.1265
Ru 0.9683 -0.7402 0.2358
C 2.4041 0.0629 1.1099
C 1.2255 -2.3394 1.1928
O 3.2991 0.5493 1.6507
O 1.4074 -3.3189 1.7893
H -0.7506 1.5675 -2.8590
H -1.8400 0.1525 -2.8564
H -0.7464 0.4328 -4.2207
C -1.9355 1.6089 0.2558
C -1.2561 1.2128 1.5014
N -0.1886 0.4417 1.7005
C 0.0427 0.3817 3.0690
C -0.9192 1.1406 3.7048
N -1.7139 1.6482 2.6968
H -2.9907 1.3105 0.3085
H -1.8867 2.7014 0.1447
H -1.4650 1.1175 -0.5998
H 0.8467 -0.1804 3.5069
H -1.0636 1.3339 4.7439
H -2.5265 2.2507 2.8117
*
```

Results of the Löwdin charge analysis, in e, for atoms 1 through 2: 0.013 -0.124


Entry 5:
Entry from OMol25: an isolated molecule of C12H13F2N (ωB97M-V/def2-TZVPD).

Results
Energy above the lowest of the compared OMol25 structures with the same formula, charge and spin, kJ/mol: 328.2
Calculated total energy, Ha: -719.362525

```
! wB97M-V def2-TZVPD RIJCOSX def2/J DEFGRID3
* xyz 0 1
C -0.1483 -3.9310 1.0321
C 0.8071 -2.9909 1.1485
C -1.4094 -3.4668 0.7409
C 0.6225 -1.6142 1.0534
C -1.6721 -2.1107 0.6851
C -0.6259 -1.1967 0.8159
C 0.3213 0.6755 -1.1806
C 0.5237 -0.3995 -1.8198
C 0.2419 2.1496 -1.2711
C 0.7765 2.8426 0.0496
C -0.1202 2.5805 1.1517
C -0.7608 0.2443 0.5549
N -0.1815 1.1276 1.4292
F -2.1235 0.5501 0.2565
F -0.7605 0.9785 2.8354
H 0.2053 -5.0005 1.0950
H 1.8069 -3.4892 1.3615
H -2.3409 -4.1053 0.6923
H 1.4697 -0.9497 1.2068
H -2.6549 -1.7626 0.4005
H 0.2314 -1.3260 -1.4294
H 0.8258 -0.5740 -2.8637
H 0.9089 2.4876 -2.1218
H -0.7393 2.4486 -1.4933
H 1.8432 2.5474 0.2656
H 0.6819 3.8716 -0.1476
H 0.2630 3.0339 1.9781
H -1.0398 3.0677 1.0131
*
```

Results of the Löwdin charge analysis, in e, for atoms 1 through 2: -0.118 -0.104


Entry 6:
Entry from OMol25: an isolated molecule of C12H13FN2 (ωB97M-V/def2-TZVPD).

Results
Structure (SMILES): Fc1ccc(CCCn2ccnc2)cc1
Energy above the lowest of the compared OMol25 structures with the same formula, charge and spin, kJ/mol: 110.7
Calculated total energy, Ha: -674.408400

```
! wB97M-V def2-TZVPD RIJCOSX def2/J DEFGRID3
* xyz 0 1
F -0.2695 -2.1247 3.8541
C -0.0627 -1.0541 2.9349
C -1.1067 -0.4474 2.3671
C -1.0048 0.5841 1.4448
C 0.3029 0.9062 1.0174
C 0.5513 1.9574 -0.1026
C 1.0691 1.3695 -1.5045
C 0.1116 0.7251 -2.4570
N -0.5188 -0.4586 -1.9655
C 0.1137 -1.4644 -1.1963
C -0.9139 -2.2475 -0.7058
N -2.1549 -1.7283 -1.0871
C -1.8649 -0.6946 -1.8440
C 1.4259 0.2247 1.5318
C 1.2495 -0.7336 2.4883
H -2.0932 -0.6708 2.8736
H -1.8594 1.0024 0.9583
H -0.3371 2.6186 -0.2049
H 1.3176 2.6580 0.3370
H 1.9215 0.7187 -1.3010
H 1.6287 2.1902 -2.1384
H -0.6249 1.4416 -2.6642
H 0.7639 0.5884 -3.3500
H 1.1615 -1.4151 -0.9638
H -0.7366 -3.1699 -0.0882
H -2.5777 -0.0138 -2.2523
H 2.3662 0.4516 1.1556
H 2.1416 -1.2139 2.8626
*
```

Results of the Löwdin charge analysis, in e, for atoms 1 through 2: -0.004 -0.222


Entry 7:
Entry from OMol25: C12H13FNS5SiW as an isolated structure (ωB97M-V/def2-TZVPD).

Results
Calculated total energy, Ha: -2966.971829

```
! wB97M-V def2-TZVPD RIJCOSX def2/J DEFGRID3
* xyz 1 3
W 0.6361 0.7464 0.7222
S -2.6048 6.1553 1.5350
C -2.0910 4.6923 1.1092
S -2.3931 3.2454 2.0485
C -1.5763 2.1200 1.0064
C -0.9482 2.6632 -0.1020
S -0.0287 1.7339 -1.2344
S -1.0730 4.3868 -0.2826
S -1.5277 0.4382 1.4087
C 3.3616 1.5511 0.8419
Si 3.1063 -0.0543 1.7304
C 4.6456 -0.9466 2.1669
C 2.0419 0.4156 3.1714
N 1.8712 -0.7752 0.6811
C 1.8051 -2.0366 0.0308
C 2.8086 -2.9962 0.1453
C 2.6967 -4.2124 -0.5114
C 1.5820 -4.4880 -1.2910
C 0.5672 -3.5499 -1.4199
C 0.7081 -2.3543 -0.7562
F -0.2690 -1.4114 -0.8559
H 3.8716 2.3334 1.4069
H 2.4123 2.0822 0.5603
H 3.8339 1.3848 -0.1292
H 5.2405 -0.3001 2.8165
H 5.2416 -1.1822 1.2845
H 4.4398 -1.8721 2.7055
H 2.4742 1.1330 3.8712
H 1.6739 -0.4751 3.6860
H 1.0895 0.9433 2.8936
H 3.6800 -2.7954 0.7475
H 3.4835 -4.9468 -0.4134
H 1.4944 -5.4358 -1.8034
H -0.3143 -3.7337 -2.0176
*
```

Results of the Löwdin charge analysis, in e, for atoms 1 through 2: 1.002 0.680